{
  "formula": "C64H87O3P2SeZn",
  "method": "the ωB97M-V functional and the def2-TZVPD basis",
  "orbital_gap_ev": 6.786,
  "charge": -1,
  "e_lumo_ev": 2.30,
  "total_energy_ha": -7580.303946,
  "spin_multiplicity": 1,
  "symbols": ["Zn", "C", "C", "C", "C", "C", "C", "C", "Se", "C", "C", "C", "C", "C", "C", "O", "C", "C", "C", "C", "C", "C", "C", "C", "C", "O", "C", "C", "C", "C", "C", "C", "H", "H", "H", "H", "H", "H", "H", "H", "H", "H", "H", "H", "H", "H", "H", "H", "H", "H", "H", "H", "H", "H", "H", "H", "H", "H", "H", "H", "H", "H", "H", "H", "H", "H", "H", "H", "H", "H", "H", "H", "C", "C", "C", "C", "C", "C", "P", "C", "C", "C", "C", "C", "C", "C", "C", "C", "C", "C", "C", "H", "H", "H", "H", "H", "H", "H", "H", "H", "H", "H", "H", "H", "H", "O", "P", "C", "C", "C", "C", "C", "C", "C", "C", "C", "C", "C", "C", "C", "C", "C", "C", "C", "C", "H", "H", "H", "H", "H", "H", "H", "H", "H", "H", "H", "H", "H", "H", "H", "H", "H", "H", "H", "H", "H", "H", "H", "H", "H", "H", "H", "H", "H", "H", "H", "H", "H"],
  "positions_angstrom": [[-0.134555, 1.492332, -0.944616], [-4.168469, -2.558789, 4.474732], [-2.657313, -2.565642, 4.189963], [-1.948278, -1.943017, 5.394673], [-2.170625, -4.015468, 4.040191], [-2.367098, -1.811205, 2.895232], [-1.512750, -0.727367, 2.820845], [-1.226182, -0.133495, 1.597763], [-0.132798, 1.447624, 1.614972], [-1.546212, 2.769960, 1.558887], [-1.887237, 3.339052, 2.774886], [-2.862017, 4.320987, 2.861342], [-3.473422, 4.700289, 1.667370], [-3.176100, 4.144613, 0.432090], [-2.171183, 3.127522, 0.333072], [-1.862631, 2.584165, -0.800209], [-3.931004, 4.591750, -0.824203], [-4.971409, 5.679407, -0.536324], [-2.957030, 5.153536, -1.872400], [-4.672395, 3.386517, -1.427308], [-3.207394, 4.926872, 4.221236], [-1.965701, 5.626719, 4.796064], [-3.653636, 3.811373, 5.180347], [-4.338978, 5.952561, 4.131337], [-1.761092, -0.579626, 0.360449], [-1.350410, -0.164481, -0.791461], [-2.816966, -1.547849, 0.489517], [-3.026462, -2.162767, 1.710123], [-3.763914, -1.793317, -0.687363], [-4.918581, -2.734870, -0.333820], [-4.368566, -0.434958, -1.084526], [-3.023447, -2.388514, -1.890547], [-4.376850, -3.005452, 5.450957], [-4.542218, -1.533805, 4.472450], [-4.716241, -3.124760, 3.720662], [-2.186134, -2.515216, 6.294268], [-0.863941, -1.951100, 5.267290], [-2.274499, -0.913109, 5.551561], [-2.381655, -4.593292, 4.945123], [-2.660673, -4.504147, 3.196611], [-1.092430, -4.031713, 3.863802], [-1.044642, -0.306915, 3.701884], [-1.368395, 2.986959, 3.658849], [-4.227767, 5.472411, 1.710519], [-4.503769, 6.589081, -0.152053], [-5.484029, 5.931922, -1.466834], [-5.722015, 5.338069, 0.179888], [-2.397629, 5.999138, -1.464165], [-2.256128, 4.384229, -2.187393], [-3.511417, 5.499767, -2.749889], [-5.401843, 2.991668, -0.715713], [-5.199871, 3.684049, -2.338868], [-3.962760, 2.599688, -1.671148], [-1.126326, 4.935072, 4.867119], [-1.666105, 6.451090, 4.146176], [-2.173433, 6.024675, 5.794065], [-2.853748, 3.089535, 5.346517], [-3.945459, 4.229607, 6.148303], [-4.507299, 3.276215, 4.760531], [-4.061401, 6.789893, 3.488433], [-5.249935, 5.495114, 3.740716], [-4.555361, 6.347316, 5.126740], [-3.763367, -2.954033, 1.763663], [-5.518975, -2.340806, 0.488705], [-5.568081, -2.836815, -1.206163], [-4.560450, -3.733478, -0.070730], [-4.891524, 0.006541, -0.232849], [-3.582464, 0.253945, -1.391063], [-5.081162, -0.557320, -1.905312], [-2.593424, -3.360464, -1.629840], [-3.713155, -2.530594, -2.728354], [-2.228469, -1.714529, -2.197203], [7.867415, 2.550081, -0.416807], [6.785385, 2.999324, 0.329653], [5.492314, 2.783069, -0.115703], [5.248391, 2.128681, -1.327931], [6.344355, 1.650667, -2.048487], [7.641116, 1.866850, -1.601889], [3.530428, 1.625530, -1.716088], [3.477537, 1.628709, -3.556347], [2.464287, 0.852626, -4.119573], [2.276363, 0.820197, -5.492922], [3.103632, 1.561703, -6.323794], [4.097822, 2.356743, -5.770004], [4.283647, 2.394086, -4.395218], [2.557436, 3.158167, -1.496063], [3.213836, 4.392463, -1.537311], [2.520145, 5.572223, -1.346776], [1.155155, 5.514834, -1.133874], [0.502491, 4.291548, -1.144347], [1.157363, 3.064441, -1.328899], [8.879829, 2.722053, -0.072880], [6.953529, 3.513840, 1.268081], [4.649686, 3.124116, 0.474533], [6.180494, 1.106125, -2.971119], [8.477733, 1.494236, -2.181360], [1.823026, 0.279797, -3.458878], [1.478344, 0.220948, -5.915487], [2.975453, 1.526293, -7.398674], [4.730514, 2.958041, -6.412577], [5.054882, 3.029608, -3.977755], [4.283164, 4.432867, -1.706392], [3.040194, 6.523521, -1.366253], [0.591152, 6.424742, -0.959955], [-0.567129, 4.298097, -0.988785], [1.422986, -0.886030, -0.915147], [1.369577, -2.354012, -0.686257], [0.051786, -3.088977, -1.753896], [-0.037398, -2.270989, -3.058183], [-0.894702, -3.013553, -4.078818], [-0.182124, -4.294898, -4.542030], [0.684043, -4.885169, -3.417452], [0.071326, -4.602058, -2.045986], [3.043916, -3.102288, -0.932600], [3.215717, -4.619374, -0.856908], [4.707689, -4.939816, -0.657378], [5.606158, -3.950376, -1.422025], [4.886944, -3.419901, -2.659985], [3.658242, -2.592633, -2.249797], [0.838484, -2.655677, 1.051313], [1.732831, -1.843414, 2.000860], [1.386589, -2.201260, 3.443949], [1.765589, -3.661884, 3.758645], [1.798250, -4.516291, 2.483764], [0.664589, -4.107763, 1.544295], [-0.835635, -2.846522, -1.156607], [0.956381, -2.106331, -3.483246], [-0.448453, -1.289340, -2.824245], [-1.104304, -2.370084, -4.935565], [-1.854837, -3.264398, -3.623431], [0.458528, -4.074745, -5.400158], [-0.920493, -5.030033, -4.872610], [1.678689, -4.432343, -3.453389], [0.811810, -5.960622, -3.559792], [0.620765, -5.148454, -1.278845], [-0.954499, -4.983132, -2.032762], [3.597349, -2.652785, -0.097966], [2.867154, -5.069880, -1.788611], [2.636987, -5.057083, -0.042749], [4.904251, -5.961875, -0.992051], [4.950165, -4.900383, 0.408257], [6.543317, -4.435562, -1.702543], [5.862293, -3.100069, -0.783886], [4.591385, -4.261587, -3.294440], [5.565531, -2.798873, -3.248247], [2.914922, -2.621058, -3.049782], [3.931288, -1.549444, -2.120599], [-0.143833, -2.167208, 1.039577], [1.573198, -0.781087, 1.819320], [2.793260, -2.045668, 1.819534], [0.312074, -2.053396, 3.577789], [1.894691, -1.523293, 4.132668], [1.041685, -4.084846, 4.460732], [2.744892, -3.704097, 4.242336], [1.711172, -5.575533, 2.738036], [2.760192, -4.383961, 1.980981], [-0.280370, -4.184753, 2.089419], [0.598908, -4.803762, 0.706852]],
  "atomic_forces_ev_per_a": [[0.0, 0.0, 0.1], [0.1, 0.0, 0.0], [-0.1, -0.1, 0.0], [0.0, 0.0, -0.1], [0.0, 0.1, 0.1], [0.0, 0.0, 0.1], [-0.2, 0.1, -0.2], [0.0, 0.4, 0.0], [-0.3, 0.0, -0.1], [0.2, -0.1, 0.2], [-0.1, 0.0, -0.1], [0.0, 0.0, 0.1], [0.0, 0.0, 0.1], [0.0, 0.0, -0.1], [-0.2, 0.0, 0.2], [0.0, -0.1, 0.1], [0.0, -0.1, -0.2], [0.1, -0.1, 0.0], [0.0, -0.1, 0.0], [0.1, 0.0, 0.0], [0.0, 0.0, 0.0], [-0.1, 0.0, 0.0], [0.0, 0.1, 0.0], [0.1, -0.1, 0.0], [0.0, 0.0, 0.4], [0.1, 0.3, -0.2], [0.0, -0.1, -0.2], [0.1, 0.0, 0.1], [0.0, 0.0, -0.2], [0.1, 0.0, 0.0], [0.1, 0.0, 0.0], [-0.4, 0.2, 0.2], [0.0, 0.0, 0.0], [0.0, 0.0, 0.0], [0.0, 0.0, 0.0], [0.0, 0.0, 0.0], [0.0, 0.0, 0.1], [0.0, 0.0, 0.0], [0.0, 0.0, 0.0], [0.0, 0.0, 0.0], [-0.1, 0.0, 0.1], [0.0, 0.0, 0.0], [0.0, 0.1, 0.0], [0.0, 0.0, 0.0], [0.0, 0.0, 0.0], [0.0, 0.0, 0.0], [0.0, 0.0, 0.0], [0.0, 0.0, 0.0], [0.0, 0.0, 0.0], [0.0, 0.0, 0.0], [0.0, 0.0, 0.0], [0.0, 0.0, 0.0], [0.0, 0.0, 0.0], [0.0, 0.0, 0.0], [0.0, 0.0, 0.0], [0.0, 0.0, 0.0], [0.0, 0.0, 0.0], [0.0, 0.0, 0.0], [0.0, 0.0, 0.0], [0.0, 0.0, 0.0], [0.0, 0.0, 0.0], [0.0, 0.0, 0.0], [-0.1, 0.0, 0.0], [0.0, 0.0, 0.0], [0.0, 0.0, 0.0], [0.0, 0.0, 0.0], [0.0, 0.0, 0.0], [0.0, 0.0, 0.0], [0.0, 0.0, 0.0], [-0.2, 0.0, 0.0], [0.0, 0.0, 0.0], [-0.2, -0.1, 0.0], [0.0, 0.0, 0.0], [0.0, 0.0, 0.0], [0.0, 0.0, -0.1], [0.1, -0.2, 0.1], [-0.1, 0.1, 0.0], [0.0, 0.0, 0.0], [-0.2, -0.2, -0.2], [0.1, -0.2, 0.0], [0.1, 0.0, 0.0], [-0.1, 0.0, -0.1], [0.0, 0.0, 0.0], [0.1, 0.0, 0.0], [-0.1, 0.0, -0.1], [-0.1, 0.2, 0.1], [-0.1, -0.1, 0.0], [0.1, 0.1, 0.0], [0.0, 0.0, 0.0], [-0.2, 0.1, 0.0], [0.3, -0.3, 0.0], [0.0, 0.0, 0.0], [0.0, 0.0, 0.0], [0.0, 0.0, 0.0], [0.0, 0.0, 0.0], [0.0, 0.0, 0.0], [0.0, -0.1, 0.0], [0.0, 0.0, 0.0], [0.0, 0.0, 0.0], [0.0, 0.0, 0.0], [0.0, 0.0, 0.0], [0.0, 0.0, 0.0], [0.0, 0.0, 0.0], [0.0, 0.0, 0.0], [0.2, 0.0, 0.0], [0.3, 0.4, -0.2], [-0.3, -0.4, 0.3], [0.5, 0.1, 0.3], [-0.1, 0.0, 0.0], [0.1, -0.2, -0.1], [0.1, 0.1, 0.1], [-0.1, 0.0, 0.0], [0.2, 0.0, 0.0], [-0.5, 0.1, -0.1], [0.1, 0.0, 0.2], [0.0, 0.1, 0.0], [-0.1, -0.1, -0.1], [0.1, 0.1, 0.1], [0.0, 0.0, 0.0], [0.2, 0.0, -0.4], [-0.2, 0.0, 0.1], [0.2, -0.1, 0.0], [0.0, 0.0, -0.1], [-0.1, 0.0, 0.1], [0.1, -0.1, -0.1], [0.3, 0.0, 0.0], [0.0, 0.1, 0.0], [0.1, 0.0, 0.0], [0.0, 0.0, 0.0], [0.2, 0.0, -0.2], [0.0, 0.0, 0.0], [0.0, 0.0, 0.0], [0.0, -0.1, 0.0], [0.1, 0.0, 0.0], [-0.1, 0.0, 0.0], [0.0, 0.0, 0.0], [0.0, 0.0, 0.0], [0.0, 0.0, 0.1], [0.0, -0.1, -0.1], [0.0, 0.0, 0.0], [0.0, 0.0, 0.0], [0.0, 0.0, 0.1], [0.0, 0.0, 0.0], [0.0, 0.0, 0.0], [0.0, 0.0, -0.1], [0.0, 0.0, 0.0], [0.0, 0.2, 0.0], [0.2, -0.2, 0.0], [0.1, 0.0, 0.0], [0.0, 0.1, 0.0], [0.2, -0.1, 0.0], [0.0, 0.0, 0.0], [0.1, 0.0, 0.0], [0.0, 0.0, 0.0], [0.1, 0.0, 0.0], [0.0, 0.0, 0.0], [0.1, 0.0, -0.2], [-0.1, 0.0, 0.1]],
  "mulliken_charge": [0.90, -1.83, 2.31, -2.00, -1.56, 0.81, -1.11, 0.29, 0.03, -0.47, -0.50, -0.67, -0.26, -0.10, 1.17, -1.94, 2.65, -2.52, -1.68, -1.56, 2.18, -1.67, -1.71, -2.19, 0.11, -1.29, 1.56, -0.91, 2.43, -2.67, -2.04, -1.99, 0.49, 0.37, 0.29, 0.48, 0.34, 0.32, 0.56, 0.25, 0.13, 0.30, 0.40, 0.59, 0.44, 0.45, 0.42, 0.27, 0.29, 0.51, 0.32, 0.49, 0.14, 0.30, 0.36, 0.44, 0.34, 0.46, 0.35, 0.39, 0.39, 0.44, 0.35, 0.49, 0.43, 0.43, 0.45, 0.13, 0.50, 0.57, 0.63, 0.20, -0.46, -0.64, -0.63, 0.27, -0.72, -0.66, 1.03, -0.04, 0.05, -0.67, -0.60, -0.71, -0.21, 1.94, -0.31, -0.99, -1.03, 0.16, -1.36, 0.37, 0.39, 0.49, 0.43, 0.39, 0.17, 0.53, 0.37, 0.40, 0.43, 0.37, 0.39, 0.43, 0.39, 0.27, -0.64, 2.25, -0.95, -0.82, -1.30, -0.69, -1.28, 1.75, -1.01, -1.00, -0.81, -0.95, 0.49, 1.02, -1.38, 0.42, -1.42, -0.72, -0.28, -0.48, 0.38, 0.05, 0.64, -0.05, 0.35, 0.46, -0.05, 0.64, 0.49, 0.70, 0.54, 0.30, 0.22, 0.47, 0.27, 0.51, 0.32, 0.27, 0.55, -0.44, -0.33, -1.15, 0.27, 0.70, -1.00, 0.72, 0.38, 0.41, 0.55, 0.10, -0.35, 0.39]
}